1.
Computed, not measured: a structure of composition C39H30AsBrF6N7O3SSn at a distorted geometry, with the ωB97M-V functional and the def2-TZVPD basis.

Geometry (Å):
Sn  -0.31539  -1.24381  0.98018
Br  -0.92659  5.35629  4.77038
C  -0.70199  3.53979  4.23578
C  0.47451  2.86899  4.56808
C  0.64341  1.57759  4.15128
C  -0.32769  0.89309  3.37538
O  -0.08299  -0.31461  3.01818
C  -1.53099  1.60129  3.06478
C  -2.59199  1.04179  2.28498
N  -2.47499  0.03489  1.49958
C  -3.48459  -0.34021  0.63908
C  -4.30929  0.57099  0.00768
C  -5.24289  0.15789  -0.94912
C  -5.39599  -1.16731  -1.25732
C  -4.55759  -2.13161  -0.65862
C  -4.63449  -3.50991  -0.94182
C  -3.74269  -4.36921  -0.36042
C  -2.73299  -3.83881  0.44948
N  -2.65039  -2.57111  0.76128
C  -3.56309  -1.71491  0.26518
C  -1.69599  2.91509  3.52868
H  1.23651  3.36889  5.14678
H  1.54131  1.02989  4.39388
H  -3.55939  1.55409  2.37508
H  -4.18599  1.62929  0.19838
H  -5.83619  0.90809  -1.45412
H  -6.12479  -1.48491  -1.99052
H  -5.39209  -3.87341  -1.61972
H  -3.78739  -5.43271  -0.53112
H  -1.95329  -4.46781  0.85458
H  -2.59999  3.45929  3.29108
C  0.07391  6.31099  -5.28022
O  0.72601  5.15399  -4.81262
C  1.48991  5.22239  -3.71022
C  2.04391  4.00349  -3.28522
C  2.82911  3.94319  -2.16712
C  3.09381  5.11119  -1.42092
C  2.57471  6.33329  -1.87262
C  1.76891  6.38749  -2.98732
N  3.87081  5.13379  -0.30252
N  4.20171  4.19149  0.42208
C  3.61151  3.04379  0.73138
C  4.42711  1.96849  1.15168
C  3.95681  0.69149  1.17698
C  2.60791  0.37109  0.82188
O  2.20381  -0.80171  0.72958
C  1.70741  1.50419  0.59368
N  0.42241  1.23519  0.37638
C  -0.42849  2.21619  0.18998
C  -0.06769  3.55639  0.31108
C  1.24881  3.86299  0.55598
C  2.18831  2.82649  0.62478
H  -0.52249  5.98369  -6.12862
H  0.79071  7.06839  -5.60992
H  -0.58809  6.73139  -4.51822
H  1.80611  3.11559  -3.84792
H  3.26151  3.00099  -1.86602
H  2.78651  7.22859  -1.30852
H  1.35261  7.33579  -3.28972
H  5.46521  2.17719  1.35648
H  4.60411  -0.13271  1.43468
H  -1.43869  1.92939  -0.05462
H  -0.81479  4.32869  0.22588
H  1.55291  4.88689  0.71238
F  -1.59619  -0.06121  -1.30652
As  -0.82259  -0.75541  -2.71702
F  -0.31699  0.84839  -3.18512
F  -2.32619  -0.61951  -3.56942
F  -0.02679  -1.48171  -4.08012
F  -1.25799  -2.35041  -2.08762
F  0.69011  -0.91491  -1.79272
N  1.83001  -3.39951  -0.70332
C  1.35711  -4.27501  0.18598
S  0.87151  -3.77341  1.72058
N  1.35121  -5.57161  -0.19032
C  1.20231  -6.69251  0.65608
C  0.13431  -6.83491  1.53068
C  0.07571  -7.93301  2.37118
C  1.06881  -8.89581  2.34088
C  2.10711  -8.77931  1.43298
C  2.17201  -7.68731  0.58808
H  1.91981  -2.42721  -0.43512
H  1.91861  -3.61931  -1.68292
H  1.82571  -5.77251  -1.06432
H  -0.63949  -6.08831  1.56798
H  -0.74899  -8.03081  3.05998
H  1.03711  -9.72871  3.02628
H  2.88001  -9.53091  1.39198
H  2.99341  -7.59191  -0.10772

Cartesian forces, eV/Å:
-0.34 0.70 0.24
0.02 -0.10 -0.02
-0.21 0.33 0.06
-0.12 0.05 -0.08
-0.01 -0.12 -0.04
-0.16 0.54 0.08
0.12 -0.95 -0.81
0.58 -0.02 0.44
-0.43 -0.34 -0.29
0.87 0.29 0.55
-1.00 0.16 -0.67
0.39 -0.24 0.30
-0.30 -0.28 -0.17
0.00 0.26 -0.04
0.22 0.16 0.28
0.17 -0.14 0.14
-0.25 0.07 -0.26
0.09 0.14 0.16
0.10 -0.20 0.43
-0.48 0.20 -0.38
0.15 0.07 0.07
0.07 0.04 0.03
0.10 -0.07 0.04
0.03 -0.05 -0.10
0.02 0.01 0.05
-0.07 -0.03 0.00
-0.02 -0.01 -0.03
-0.11 -0.02 -0.07
0.02 -0.10 -0.10
0.08 -0.13 0.04
-0.11 -0.02 -0.01
-0.16 0.28 -0.12
0.19 -0.30 0.19
0.20 -0.08 0.27
-0.16 0.03 -0.13
0.10 0.25 0.02
-0.52 -0.43 -1.10
0.17 -0.36 0.28
-0.32 0.03 -0.36
0.25 1.39 0.83
0.70 -0.62 0.20
-0.49 0.17 -0.17
0.13 -0.67 -0.05
0.64 0.31 0.18
-0.30 -0.76 -0.06
0.38 0.64 0.16
-0.11 1.02 -0.04
-0.05 -0.49 0.06
-0.11 0.20 -0.12
0.21 0.00 0.06
-0.12 -0.11 0.03
-0.48 -0.36 0.05
0.03 0.07 0.03
-0.02 -0.01 0.04
0.04 0.00 0.00
0.00 -0.15 -0.09
-0.01 -0.09 0.01
0.08 0.07 0.06
-0.01 0.06 -0.06
0.14 0.04 0.03
0.04 -0.07 0.01
-0.13 -0.03 -0.01
-0.08 0.08 0.01
0.04 0.06 -0.07
0.12 0.06 -0.02
0.37 -0.50 -0.06
-0.17 -0.41 -0.01
0.45 -0.07 0.12
-0.29 0.24 0.29
0.05 0.53 -0.35
-0.36 0.19 -0.28
-0.01 0.06 -0.10
0.14 0.34 0.40
0.23 -0.33 0.44
0.04 -0.05 -0.72
0.01 -0.36 0.19
-0.08 -0.01 -0.07
0.04 0.03 -0.02
0.03 -0.07 0.05
-0.01 -0.07 0.00
-0.06 0.14 0.03
-0.09 -0.09 -0.09
-0.04 0.00 0.02
-0.10 0.05 0.20
-0.02 0.06 -0.01
-0.09 0.01 0.07
-0.03 -0.11 0.02
0.08 -0.09 -0.01
0.10 0.06 -0.06

Values from the calculation:
Energy above the lowest of the compared OMol25 structures with the same formula, charge and spin = 0.0 kJ/mol
Orbital gap (spin up / spin down) = 5.90 / 4.92 eV
F_max = 1.641 eV/A
HOMO level (spin up / spin down) = -7.17 / -7.17 eV
2S+1 = 2

2.
Computed, not measured: a structure of composition C39H30AsF12NO3Ti, with the ωB97M-V functional and the def2-TZVPD basis.

Geometry (Å):
Ti  -0.53482  -0.51904  -0.05160
C  -4.12657  0.64301  -6.08200
C  -3.21224  0.15635  -4.99370
C  -2.15383  -0.70607  -5.25481
C  -1.31540  -1.12484  -4.24711
C  -1.45408  -0.71979  -2.90357
N  -0.51152  -1.12133  -1.94777
C  0.71945  -1.66138  -2.37267
C  1.45212  -1.08816  -3.41528
C  2.62290  -1.65584  -3.88275
C  3.11821  -2.82250  -3.31825
C  4.35989  -3.49439  -3.83536
C  2.44578  -3.34174  -2.21859
C  1.29317  -2.76112  -1.70424
C  0.70027  -3.18776  -0.35380
O  0.44136  -2.07170  0.41117
C  -0.57465  -4.06926  -0.53293
F  -0.79348  -4.87570  0.52069
F  -0.46472  -4.85677  -1.61401
F  -1.67589  -3.32443  -0.67471
C  1.72507  -3.98507  0.50288
F  2.90652  -3.33866  0.54526
F  1.30821  -4.09888  1.76923
F  1.95671  -5.22696  0.04324
C  -2.60902  0.05230  -2.62045
C  -3.42357  0.48769  -3.66982
C  -3.12989  0.29134  -1.20000
O  -2.35860  -0.31718  -0.24595
C  -4.53478  -0.36679  -1.04272
F  -4.88822  -0.44504  0.24779
F  -4.51266  -1.61021  -1.53293
F  -5.51489  0.30787  -1.67473
C  -3.19894  1.79598  -0.82554
F  -1.94983  2.30440  -0.80673
F  -3.91972  2.55205  -1.66644
F  -3.71193  1.97435  0.40153
H  -3.56125  1.00541  -6.94154
H  -4.76023  1.45524  -5.72791
H  -4.77945  -0.15893  -6.43317
H  -1.97932  -1.06354  -6.26338
H  -0.52405  -1.81226  -4.50218
H  1.07381  -0.18742  -3.87924
H  3.15202  -1.18460  -4.70268
H  4.78085  -2.94360  -4.67564
H  4.14471  -4.50958  -4.17298
H  5.12519  -3.56473  -3.06056
H  2.86485  -4.21836  -1.74602
H  -4.28334  1.09784  -3.43671
C  0.71262  1.07662  -0.67640
H  0.76814  1.93892  -0.01192
H  0.34152  1.40757  -1.64891
H  1.71516  0.65855  -0.81420
O  -0.45085  0.13445  1.87222
As  0.41883  1.24497  2.76154
C  2.28261  1.15461  2.33282
C  2.76938  -0.06150  1.86821
C  4.12449  -0.19499  1.60847
C  4.98126  0.87709  1.81828
C  4.49116  2.08420  2.29750
C  3.13758  2.22564  2.56408
C  0.17026  0.71751  4.58662
C  0.44673  1.59928  5.62556
C  0.30092  1.17563  6.93697
C  -0.11575  -0.12245  7.20152
C  -0.39133  -0.99737  6.16028
C  -0.24947  -0.58095  4.84461
C  -0.31347  3.00016  2.52554
C  -1.57733  3.23007  3.05779
C  -2.21464  4.43623  2.81756
C  -1.58626  5.40958  2.05343
C  -0.32229  5.18046  1.52786
C  0.31820  3.97316  1.75954
H  2.09750  -0.89520  1.69652
H  4.50358  -1.13846  1.23927
H  6.03755  0.77021  1.61015
H  5.16094  2.91714  2.46361
H  2.75975  3.16886  2.94134
H  0.76269  2.61593  5.41812
H  0.50946  1.85732  7.75041
H  -0.22919  -0.45222  8.22564
H  -0.71993  -2.00641  6.36954
H  -0.47166  -1.24861  4.02091
H  -2.07150  2.46243  3.64308
H  -3.20342  4.61115  3.21887
H  -2.08753  6.34893  1.86208
H  0.16274  5.93745  0.92658
H  1.29736  3.79385  1.33361

Cartesian forces, eV/Å:
-0.04 -0.06 -0.03
-0.01 -0.01 -0.03
0.04 -0.01 0.04
-0.02 0.02 0.04
-0.01 -0.08 0.02
-0.16 -0.02 -0.18
-0.11 0.24 0.49
0.21 -0.04 -0.03
-0.02 0.00 0.05
0.01 -0.02 0.03
-0.04 0.01 0.03
0.01 0.00 -0.02
0.02 0.02 -0.01
0.00 0.01 -0.10
0.26 0.01 -0.13
-0.50 0.40 -0.02
-0.25 -0.09 -0.02
0.01 0.04 -0.05
0.02 0.05 0.07
0.13 -0.10 0.01
-0.01 -0.04 0.10
-0.07 -0.04 0.07
0.13 0.02 -0.09
-0.03 0.07 0.00
0.01 -0.02 -0.04
0.01 -0.01 -0.03
0.02 -0.13 -0.17
0.61 0.16 0.27
-0.12 -0.03 0.11
0.01 -0.02 -0.17
-0.02 0.09 0.07
0.06 -0.05 0.06
0.08 0.22 0.06
-0.21 -0.05 -0.02
0.06 -0.10 0.04
0.04 -0.01 -0.06
0.00 0.01 -0.01
-0.01 0.01 0.00
0.00 0.00 -0.02
0.00 0.00 -0.02
0.01 0.01 0.01
-0.03 0.00 -0.01
0.01 0.00 -0.01
0.01 0.00 -0.01
0.00 0.00 -0.01
0.00 0.00 0.01
-0.01 -0.01 0.00
0.00 0.00 0.00
-0.12 -0.27 -0.02
-0.01 -0.01 0.03
0.03 0.04 0.03
0.01 0.03 0.00
-0.01 -0.33 -0.44
-0.02 0.09 0.17
-0.09 0.06 0.14
-0.07 -0.07 -0.03
0.01 0.02 0.00
-0.02 -0.02 -0.01
0.01 -0.01 0.00
0.00 0.05 0.01
0.04 0.12 -0.06
0.00 0.04 -0.03
0.00 0.00 -0.01
-0.01 -0.01 -0.01
0.00 0.00 0.02
-0.02 -0.02 -0.07
0.15 -0.07 0.03
-0.06 -0.09 0.04
0.02 0.01 0.00
0.01 -0.01 0.00
-0.02 0.03 0.00
0.04 -0.01 -0.03
0.01 0.00 -0.02
0.00 0.00 0.00
0.01 0.00 0.00
0.01 0.00 0.00
0.02 -0.04 0.03
0.00 -0.01 0.00
0.00 0.00 0.01
0.00 0.00 0.01
0.00 0.00 0.01
0.00 0.00 0.01
0.00 0.02 -0.01
-0.01 0.00 0.00
0.00 0.01 -0.01
0.00 0.01 0.00
-0.05 -0.01 -0.04

Values from the calculation:
Energy above the lowest of the compared OMol25 structures with the same formula, charge and spin = 8.2 kJ/mol
Orbital gap = 7.08 eV
F_max = 0.689 eV/A
HOMO level = -7.07 eV

What is the formula in the second record?
C39H30AsF12NO3Ti

Number 2 is which compound?
C39H30AsF12NO3Ti

Which of these has the highest F_max?
C39H30AsBrF6N7O3SSn

The lowest energy above the lowest of the compared OMol25 structures with the same formula, charge and spin belongs to which entry?
C39H30AsBrF6N7O3SSn